Version a
This record from the Open Molecules 2025 dataset describes a cluster of 12 separate species, C4H31NO12S in total. The level of theory is the ωB97M-V functional and the def2-TZVPD basis.

Summary:
LUMO level = 0.2 eV
SMILES string = C[C@H](CS)NC=O.O.O.O.O.O.O.O.O.O.O.O
gap between HOMO and LUMO = 9.5349 eV

```
! RIJCOSX wB97M-V def2-TZVPD def2/J DEFGRID3
* xyz 0 1
S 2.587 2.734 1.623
O 0.307 -1.901 0.558
O 2.385 -3.500 0.761
O 2.711 -2.689 -1.696
O -2.028 0.587 2.341
O 0.352 -0.594 2.891
O -1.376 4.628 -0.376
O -0.363 -2.665 -1.864
O -2.832 2.530 0.108
O -1.543 -3.640 1.432
O -0.460 3.091 -2.247
O -3.137 -1.482 0.931
O -2.472 -0.707 -1.851
N 0.507 1.180 -1.517
C 2.939 1.232 -1.330
C 1.448 1.803 0.597
C -0.500 1.874 -2.117
C 1.614 1.923 -0.910
H 3.651 1.971 1.385
H -3.387 -2.232 1.470
H -0.437 -0.026 2.800
H 2.774 -3.448 -0.153
H -1.455 1.341 -2.207
H -3.518 2.806 0.715
H 1.812 -2.830 -2.040
H -0.889 -3.949 2.052
H 3.069 1.038 -2.395
H -2.522 -0.240 2.385
H -2.066 1.127 1.540
H -2.263 3.347 -0.049
H -1.245 4.398 -1.313
H 1.113 -2.417 0.792
H 1.391 0.738 0.798
H 3.053 -3.194 1.366
H 3.756 1.802 -0.891
H 1.587 2.971 -1.186
H -1.028 -2.962 0.927
H -1.035 -2.013 -2.121
H 2.649 -1.790 -1.373
H -3.027 -0.123 -1.316
H -2.277 -1.666 0.562
H 0.470 0.192 -1.312
H 0.468 2.211 0.922
H -3.148 -1.353 -2.120
H -0.032 -1.411 1.355
H -0.491 -2.757 -0.891
H 0.563 -0.738 3.817
H 2.836 0.226 -0.886
H -0.509 4.575 0.035
*
```

Version b
This record from the Open Molecules 2025 dataset describes a cluster of 12 separate species, C4H31NO12S in total. The level of theory is the ωB97M-V functional and the def2-TZVPD basis.

Summary:
LUMO level = -0.3 eV
SMILES string = CC(=O)NCCS.O.O.O.O.O.O.O.O.O.O.O
gap between HOMO and LUMO = 8.7496 eV

```
! RIJCOSX wB97M-V def2-TZVPD def2/J DEFGRID3
* xyz 0 1
S 4.412 0.468 -0.283
O -2.070 0.867 -2.504
O -0.926 2.833 3.173
O -2.865 -1.430 2.929
O -0.570 4.337 1.118
O -0.023 0.016 4.091
O 0.630 3.477 -1.420
O 1.167 -2.194 -3.225
O 2.030 0.227 -3.734
O 0.735 -2.752 1.374
O -1.584 -2.713 -2.125
O -0.561 -0.262 1.310
O -1.133 -4.589 0.081
N 0.352 0.358 -0.744
C 1.735 -0.155 -0.429
C 2.753 0.911 -0.670
C -1.840 1.374 0.243
C -0.624 0.504 0.306
H 0.009 -2.169 0.921
H 4.221 0.232 1.113
H -1.633 -3.134 -1.359
H 0.394 -2.511 -2.593
H -2.314 -0.744 2.473
H -0.442 3.739 1.860
H 0.308 1.103 -1.566
H -1.583 4.027 0.844
H 1.623 -0.331 -3.135
H -2.186 -2.067 3.197
H 0.090 -3.228 2.034
H 0.492 3.663 -0.443
H 2.620 1.206 -1.770
H 0.229 -0.771 4.721
H -2.481 1.255 1.148
H -1.318 -3.844 0.848
H -0.387 2.638 4.103
H 2.648 -0.353 -4.181
H -1.346 1.347 -2.888
H -2.466 0.989 -0.610
H -1.639 -0.029 -2.530
H -1.186 2.000 2.767
H -1.487 2.407 0.103
H 2.551 1.933 -0.131
H 1.833 -0.569 0.582
H 1.802 -1.057 -1.079
H -0.186 -4.916 0.454
H -2.340 -2.608 -2.574
H 1.396 3.749 -1.821
H 1.677 -2.971 -3.316
H -0.516 -0.264 3.338
*
```

Stability ranking, top and bottom: version a is the most stable and version b is the least stable.